No. 1
{
  "formula": "C14H14AuBBr2F4N3OS",
  "method": "wB97M-V/def2-TZVPD",
  "symbols": ["Au", "C", "C", "C", "C", "C", "C", "Br", "C", "C", "Br", "C", "O", "C", "N", "H", "H", "H", "H", "H", "H", "F", "B", "F", "F", "F", "C", "N", "C", "C", "N", "C", "S", "H", "H", "H", "H", "H", "H", "H", "H"],
  "positions_angstrom": [[0.124, 0.096, 1.240], [-2.685, 1.575, 0.225], [-1.504, 2.439, -0.021], [-1.649, 3.731, -0.566], [-0.562, 4.529, -0.783], [0.721, 4.050, -0.459], [1.945, 4.773, -0.647], [1.906, 6.505, -1.322], [3.174, 4.212, -0.335], [3.262, 2.932, 0.175], [4.906, 2.174, 0.571], [2.079, 2.156, 0.411], [2.117, 0.994, 0.874], [0.800, 2.764, 0.071], [-0.285, 1.991, 0.284], [-3.606, 2.110, 0.010], [-2.705, 1.241, 1.264], [-2.633, 0.704, -0.424], [-2.643, 4.078, -0.806], [-0.683, 5.522, -1.194], [4.076, 4.785, -0.496], [-2.824, -1.692, -1.040], [-1.724, -1.281, -1.849], [-0.609, -1.159, -0.938], [-1.987, -0.032, -2.390], [-1.424, -2.239, -2.788], [1.904, -3.472, 1.714], [0.635, -3.609, 1.030], [0.378, -4.699, 0.075], [-1.071, -4.434, -0.363], [-1.514, -3.417, 0.606], [-0.477, -2.946, 1.267], [-0.599, -1.629, 2.429], [2.699, -3.721, 1.014], [1.960, -4.143, 2.573], [2.039, -2.445, 2.045], [0.500, -5.659, 0.579], [1.087, -4.635, -0.748], [-1.698, -5.319, -0.291], [-1.132, -4.016, -1.367], [-2.297, -2.813, 0.370]],
  "forces_ev_per_angstrom": [[-0.10, 0.24, -0.06], [-0.04, -0.02, 0.14], [0.21, 0.12, 0.01], [-0.02, -0.05, -0.03], [0.01, 0.01, 0.05], [-0.02, -0.08, -0.03], [-0.03, 0.01, 0.02], [0.01, -0.02, 0.00], [0.08, 0.02, 0.00], [-0.01, 0.04, -0.02], [0.00, 0.00, 0.01], [0.03, -0.06, -0.05], [0.05, -0.03, 0.08], [-0.08, 0.05, -0.10], [-0.17, 0.08, -0.01], [-0.01, 0.00, 0.00], [0.01, -0.01, -0.01], [-0.04, -0.10, -0.05], [-0.01, 0.00, -0.02], [0.01, -0.01, -0.02], [0.00, -0.01, 0.00], [-0.11, -0.01, 0.06], [-0.03, 0.13, 0.05], [0.24, 0.00, -0.06], [0.05, 0.00, 0.00], [0.00, -0.09, -0.03], [0.05, 0.01, 0.02], [-0.06, 0.03, -0.02], [0.03, -0.03, -0.01], [-0.04, -0.01, -0.03], [0.08, -0.05, 0.13], [-0.06, 0.07, -0.06], [-0.02, -0.31, 0.11], [0.00, 0.01, 0.00], [0.01, 0.00, -0.01], [0.01, -0.02, 0.02], [-0.01, 0.02, 0.00], [-0.01, -0.02, 0.01], [0.01, 0.02, -0.02], [-0.01, 0.00, 0.00], [-0.02, 0.07, -0.08]],
  "spin_multiplicity": 3,
  "homo_ev": [-12.02, -12.80],
  "total_charge": 1,
  "s2": 2.04,
  "orbital_gap_ev": [7.88, 6.54],
  "e_tot_ha": -6887.619471
}

---

No. 2
{
  "formula": "C14H14BF4N7O4S5Y",
  "method": "wB97M-V/def2-TZVPD",
  "symbols": ["Y", "O", "C", "O", "C", "C", "C", "C", "C", "N", "H", "H", "H", "H", "S", "S", "S", "S", "N", "N", "C", "N", "N", "N", "O", "O", "H", "H", "H", "H", "H", "S", "C", "N", "C", "C", "C", "C", "C", "C", "H", "H", "H", "H", "H", "F", "B", "F", "F", "F"],
  "positions_angstrom": [[0.382, 0.674, 0.085], [-1.967, -2.569, 1.618], [-1.064, -1.788, 1.349], [-0.864, -1.182, 0.256], [-0.035, -1.476, 2.448], [0.010, -2.233, 3.611], [0.973, -1.939, 4.560], [1.829, -0.877, 4.318], [1.683, -0.143, 3.150], [0.784, -0.444, 2.219], [-0.701, -3.037, 3.740], [1.056, -2.525, 5.465], [2.601, -0.614, 5.024], [2.310, 0.716, 2.961], [1.085, 3.034, -1.417], [-0.706, 3.796, -1.241], [-1.077, 3.995, 0.937], [0.421, 2.950, 1.744], [-1.852, 0.963, 2.374], [-3.023, 1.359, 1.716], [-2.944, 1.671, 0.388], [-4.027, 2.208, -0.199], [-1.826, 1.377, -0.229], [-1.662, 1.583, -1.542], [-0.595, 1.094, -1.978], [-2.610, 1.833, -2.300], [-2.065, 0.240, 3.051], [-1.355, 1.752, 2.801], [-3.706, 1.890, 2.250], [-4.922, 2.148, 0.253], [-3.940, 2.268, -1.219], [3.080, -0.836, -3.701], [2.678, -0.592, -2.038], [1.457, -0.812, -1.696], [0.705, -1.231, -2.773], [-0.650, -1.568, -2.771], [-1.255, -1.874, -3.971], [-0.543, -1.875, -5.170], [0.809, -1.596, -5.188], [1.422, -1.275, -3.987], [3.460, -0.294, -1.368], [-1.203, -1.568, -1.844], [-2.311, -2.100, -3.985], [-1.059, -2.090, -6.096], [1.378, -1.600, -6.106], [2.692, 0.998, 0.473], [4.030, 0.513, 0.923], [4.906, 0.741, -0.097], [4.378, 1.166, 2.061], [3.834, -0.830, 1.142]],
  "forces_ev_per_angstrom": [[1.25, 0.22, 0.59], [-0.02, -0.02, 0.03], [0.00, -0.32, 0.69], [0.17, 0.01, -0.35], [-0.22, -0.31, -0.08], [-0.05, 0.02, -0.14], [0.06, 0.15, -0.16], [-0.09, 0.00, 0.03], [0.23, 0.14, 0.23], [-0.05, -0.53, 0.37], [-0.03, 0.01, -0.10], [0.01, -0.01, 0.02], [0.07, 0.10, 0.03], [0.08, 0.00, -0.05], [0.69, 0.45, 0.04], [0.12, 1.04, 0.49], [-0.28, 0.58, -0.52], [0.71, 0.01, 0.39], [-0.17, -0.01, 0.17], [-0.28, 0.06, 0.09], [-0.08, -0.11, 0.07], [0.14, 0.03, -0.09], [-0.25, -0.32, 1.11], [-0.72, 0.19, -1.29], [-0.46, -0.74, 0.02], [-0.76, -0.03, -0.91], [-0.12, 0.02, -0.15], [-0.14, -0.19, -0.31], [0.24, -0.03, -0.23], [0.05, -0.01, 0.05], [-0.08, -0.02, 0.31], [-0.40, -0.06, 0.20], [0.47, -0.15, -0.41], [0.04, 0.25, 0.55], [-0.04, -0.28, -1.09], [-0.01, -0.05, 0.00], [-0.01, -0.01, 0.12], [0.12, -0.02, -0.15], [-0.10, 0.00, -0.12], [0.03, 0.03, 0.42], [0.11, 0.21, 0.26], [0.01, 0.01, 0.02], [-0.07, -0.03, 0.02], [0.02, -0.04, -0.03], [-0.02, -0.02, -0.10], [-0.16, 0.09, -0.01], [-0.67, -0.11, -0.10], [0.51, 0.15, -0.78], [0.11, 0.55, 0.76], [0.04, -0.88, 0.11]],
  "e_above_lowest_ev": 1.648,
  "homo_ev": -3.93,
  "total_charge": -1,
  "orbital_gap_ev": 6.32,
  "e_tot_ha": -3680.212046
}

---

No. 3
{
  "formula": "C14H14BF9N6OPb",
  "method": "wB97M-V/def2-TZVPD",
  "symbols": ["C", "N", "N", "C", "C", "B", "N", "N", "C", "C", "C", "Pb", "N", "N", "C", "C", "C", "H", "H", "H", "H", "H", "H", "H", "H", "H", "H", "H", "C", "H", "H", "H", "F", "C", "F", "F", "C", "O", "C", "F", "F", "F", "C", "F", "F", "F"],
  "positions_angstrom": [[0.260, 0.012, -3.163], [-0.400, 0.424, -2.064], [-1.620, 0.936, -2.490], [-1.689, 0.884, -3.826], [-0.510, 0.314, -4.301], [-2.717, 1.460, -1.523], [-2.904, 0.376, -0.429], [-1.811, -0.189, 0.207], [-2.306, -1.075, 1.090], [-3.716, -1.045, 1.063], [-4.049, -0.108, 0.083], [0.795, 0.840, 0.223], [-2.161, 2.720, -0.801], [-0.985, 2.599, -0.090], [-0.740, 3.804, 0.476], [-1.757, 4.701, 0.109], [-2.629, 3.978, -0.706], [0.125, 3.975, 1.108], [-3.530, 4.254, -1.237], [-1.834, 5.731, 0.403], [-3.752, 1.673, -2.088], [-4.993, 0.248, -0.306], [-2.580, 1.261, -4.312], [-4.390, -1.607, 1.678], [-0.249, 0.145, -5.323], [-1.651, -1.648, 1.741], [1.236, -0.476, -3.117], [-0.118, 1.526, 2.768], [0.433, 0.629, 2.474], [-0.175, -0.264, 2.698], [1.273, -1.955, 1.630], [1.386, 0.572, 3.020], [2.284, -2.655, 3.231], [2.891, -3.299, 2.174], [4.045, -3.854, 2.605], [2.025, -4.289, 1.807], [3.082, -2.306, 1.002], [1.788, -1.705, 0.817], [4.146, -1.233, 1.401], [5.372, -1.801, 1.507], [4.211, -0.232, 0.476], [3.837, -0.634, 2.596], [3.444, -3.012, -0.338], [4.657, -3.624, -0.262], [2.508, -3.944, -0.656], [3.469, -2.109, -1.356]],
  "forces_ev_per_angstrom": [[-0.82, 0.66, -0.21], [0.21, -0.26, -0.03], [0.50, -0.13, 0.78], [0.65, -0.33, 0.10], [-0.19, -0.03, 0.33], [1.09, 0.78, -0.54], [-2.45, -0.74, 0.84], [-0.31, -1.95, 2.40], [1.40, 1.26, -1.12], [0.09, -0.91, 0.85], [1.53, 1.97, -2.27], [-1.64, 0.48, -2.18], [0.75, -0.48, 0.28], [0.34, 0.48, 0.65], [-1.21, -0.31, -0.87], [0.11, -0.26, -0.02], [0.67, -0.20, 0.44], [-0.11, -0.03, -0.14], [0.11, 0.07, 0.19], [-0.05, 0.10, -0.06], [0.16, -0.04, 0.15], [-0.02, -0.16, 0.16], [0.23, -0.16, -0.14], [-0.20, -0.14, 0.14], [0.06, -0.10, -0.25], [-0.29, 0.06, -0.26], [-0.39, 0.30, 0.11], [0.03, 0.04, -0.43], [-0.31, -0.28, 2.26], [0.28, 0.29, -0.53], [0.49, 0.36, -1.00], [-0.04, 0.03, -0.62], [0.56, -0.43, -1.04], [0.30, -1.99, 1.11], [-1.57, 0.86, -0.61], [0.98, 1.10, 0.46], [-0.47, 0.33, 0.21], [0.03, -0.20, 1.01], [1.46, 0.61, 0.40], [-1.63, 0.87, -0.11], [-0.34, -0.91, 0.72], [0.13, -0.74, -1.36], [0.58, -1.24, -1.14], [-1.62, 0.85, -0.05], [0.99, 1.11, 0.36], [-0.03, -0.60, 1.05]],
  "e_above_lowest_ev": 0.000,
  "homo_ev": [-15.28, -15.19],
  "total_charge": 2,
  "orbital_gap_ev": [5.32, 4.17],
  "e_tot_ha": -2061.527658
}

---

No. 4
{
  "formula": "C14H14Cl3IN2O2Pd",
  "method": "wB97M-V/def2-TZVPD",
  "symbols": ["C", "C", "H", "H", "H", "H", "H", "H", "C", "C", "C", "C", "H", "H", "H", "H", "N", "C", "C", "N", "C", "C", "C", "H", "H", "C", "H", "H", "Pd", "I", "Cl", "C", "Cl", "Cl", "C", "O", "O"],
  "positions_angstrom": [[-2.503, 0.111, -2.095], [-1.123, 0.804, -2.324], [-2.562, -0.756, -2.749], [-3.236, 0.881, -2.344], [-2.924, -0.207, -1.102], [-0.201, 0.275, -1.983], [-1.004, 0.634, -3.400], [-1.085, 1.870, -2.119], [0.284, -2.894, -0.749], [1.329, -3.813, -0.715], [2.603, -3.367, -0.363], [2.769, -2.023, -0.041], [-0.742, -3.199, -0.961], [1.124, -4.847, -0.967], [3.449, -4.048, -0.340], [3.731, -1.610, 0.245], [0.455, -1.602, -0.463], [1.675, -1.143, -0.097], [1.794, 0.303, 0.154], [0.658, 1.025, 0.050], [0.648, 2.349, 0.232], [3.027, 2.346, 0.561], [1.824, 3.052, 0.477], [-0.322, 2.842, 0.176], [1.769, 4.130, 0.587], [3.007, 0.961, 0.413], [3.903, 0.349, 0.470], [3.963, 2.873, 0.743], [-1.231, -0.103, -0.515], [-3.086, -2.477, 0.408], [-1.553, 1.653, 4.371], [-2.834, 1.185, 3.231], [-3.659, -0.291, 3.754], [-3.997, 2.499, 3.039], [-2.150, 0.842, 1.819], [-1.233, -0.036, 1.816], [-2.566, 1.432, 0.779]],
  "forces_ev_per_angstrom": [[-2.07, 0.46, -1.22], [0.52, 0.33, -2.63], [-0.39, 0.06, -0.26], [-0.31, 0.03, -0.63], [-0.41, -0.07, -0.34], [0.60, 0.42, -0.66], [0.01, 0.58, -0.63], [-0.06, 0.22, -0.13], [0.50, -0.27, 0.08], [-0.23, 0.30, -0.16], [0.05, 0.40, 0.13], [-0.08, 0.20, -0.14], [0.18, 0.13, 0.01], [0.10, -0.01, 0.08], [-0.07, 0.07, 0.05], [0.06, -0.34, -0.04], [0.66, -0.19, 0.95], [-0.15, -1.05, -0.53], [-0.31, 1.28, 0.03], [0.93, 0.44, 0.86], [0.99, -0.57, -0.01], [-0.05, -0.39, 0.00], [-0.35, 0.02, -0.08], [0.06, -0.17, -0.01], [0.19, -0.03, 0.07], [-0.06, -0.09, -0.10], [0.12, 0.39, 0.08], [-0.13, -0.13, -0.02], [0.97, -2.13, 2.50], [-0.65, -1.00, 0.23], [-0.08, 0.07, 0.25], [0.49, -0.62, -1.35], [-0.01, 0.17, 0.29], [-0.18, 0.23, 0.30], [1.45, -0.83, -1.97], [-1.84, 1.79, 2.37], [-0.42, 0.34, 2.63]],
  "e_above_lowest_ev": 0.403,
  "homo_ev": [1.15, 1.20],
  "total_charge": -2,
  "orbital_gap_ev": [3.66, 3.61],
  "e_tot_ha": -2607.912519
}